C37H22BrF3N5O7SY | ωB97M-V/def2-TZVPD

```
! RIJCOSX wB97M-V def2-TZVPD def2/J DEFGRID3
* xyz 0 1
Y 1.12 0.56 -0.69
Br 3.65 4.99 5.01
C 3.36 3.91 3.47
C 4.23 2.85 3.19
C 4.04 2.08 2.08
C 2.96 2.31 1.19
O 2.82 1.59 0.12
C 2.07 3.36 1.51
C 0.89 3.64 0.74
N 0.42 2.90 -0.20
C -0.80 3.20 -0.82
C -1.80 3.98 -0.29
C -3.01 4.19 -0.99
C -3.23 3.61 -2.20
C -2.23 2.77 -2.77
C -2.40 2.13 -4.01
C -1.40 1.33 -4.50
C -0.25 1.14 -3.72
N -0.06 1.72 -2.56
C -1.03 2.56 -2.08
C 2.30 4.17 2.65
H 5.05 2.65 3.86
H 4.71 1.26 1.85
H 0.38 4.57 1.00
H -1.68 4.43 0.69
H -3.77 4.82 -0.54
H -4.15 3.77 -2.74
H -3.32 2.27 -4.57
H -1.50 0.82 -5.45
H 0.54 0.47 -4.06
H 1.62 4.98 2.86
O -1.19 -0.74 -1.28
C -1.63 -0.11 -0.31
O -0.89 0.54 0.49
C -3.10 -0.07 -0.04
C -3.92 -1.08 -0.51
C -5.28 -1.01 -0.26
C -5.86 0.07 0.39
C -5.01 1.06 0.83
C -3.64 1.01 0.65
N -5.58 2.24 1.52
O -6.78 2.39 1.44
O -4.80 3.03 2.00
N -6.16 -2.11 -0.70
O -5.61 -3.12 -1.11
O -7.35 -1.94 -0.61
H -3.51 -1.92 -1.06
H -6.93 0.12 0.55
H -3.00 1.78 1.03
F 7.60 -6.47 -2.72
C 6.95 -6.34 -1.55
F 6.37 -7.53 -1.28
F 7.88 -6.15 -0.59
C 5.94 -5.22 -1.57
C 5.64 -4.56 -2.75
C 4.70 -3.54 -2.74
C 4.05 -3.18 -1.56
C 4.37 -3.86 -0.38
C 5.31 -4.87 -0.38
C 3.08 -2.13 -1.54
C 2.26 -1.22 -1.47
H 6.14 -4.83 -3.66
H 4.45 -3.02 -3.66
H 3.87 -3.57 0.54
H 5.55 -5.39 0.54
S 1.75 -0.77 2.05
C 0.17 -1.12 2.53
N -0.50 -2.14 1.92
C -1.79 -2.48 2.16
C -2.50 -1.80 3.09
C -1.86 -0.76 3.79
C -0.56 -0.43 3.52
H 0.03 -2.62 1.20
H -2.18 -3.30 1.58
H -3.53 -2.07 3.29
H -2.41 -0.20 4.54
H -0.06 0.38 4.03
*
```

Results
* electronic energy: -150581.767 eV
* HOMO-LUMO gap: 6.7 eV
* HOMO: -8.0 eV